## P
Density functional theory data (the ωB97M-V functional and the def2-TZVPD basis) for a 2-piece molecular cluster, C9H14 overall.

Structure (XYZ):
```
23
Properties=species:S:1:pos:R:3:nbo_charge:R:1
C -0.449 0.931 -0.589 0.00
C -0.979 1.905 0.434 -0.65
C 0.918 0.753 -0.630 -0.23
C -1.285 0.194 -1.447 -0.23
H 1.659 -0.485 3.486 0.20
H 0.168 0.223 4.186 0.21
C -0.695 -0.680 -2.358 -0.20
H 0.401 -1.884 1.969 0.21
H -0.714 -0.472 1.995 0.21
H 1.635 1.321 -0.048 0.21
H -0.143 1.934 1.134 0.22
C 1.489 -0.167 -1.494 -0.19
H -1.997 1.751 0.771 0.23
H 0.728 -1.392 4.608 0.21
C 0.682 -0.924 -2.339 -0.23
H -2.341 0.332 -1.637 0.22
H -1.213 -0.941 -3.276 0.21
H -0.991 2.954 0.092 0.22
C 0.624 -0.681 3.786 -0.61
C -0.151 -1.195 2.591 -0.62
H 2.527 -0.455 -1.397 0.21
H 1.189 -1.573 -3.038 0.21
H -1.013 -1.788 2.902 0.20
```

Output
- SMILES string: Cc1ccccc1.CC
- Molar mass: 122.21 g mol⁻¹
- Total charge: 0
- Kohn-Sham gap: 9.99 eV

## Q
Density functional theory data (the ωB97M-V functional and the def2-TZVPD basis) for a 2-piece molecular cluster, C9H14 overall.

Structure (XYZ):
```
23
Properties=species:S:1:pos:R:3:nbo_charge:R:1
H -0.235 1.149 1.917 0.22
C -0.579 1.837 -1.731 -0.61
H -1.406 -1.974 -1.384 0.21
C 1.455 -2.750 0.275 -0.19
C 0.406 -0.791 1.182 -0.01
H -0.117 1.199 -0.972 0.21
H -1.199 3.924 -1.723 0.20
C -0.544 -1.877 -0.736 -0.20
H -0.245 3.471 -0.332 0.20
C -1.020 3.117 -1.010 -0.61
H 2.124 -3.593 0.398 0.21
C 1.486 -1.665 1.152 -0.22
H -1.530 -0.323 0.396 0.21
H 0.113 1.947 -2.565 0.21
C -0.650 -0.935 0.293 -0.22
H -1.457 1.260 -2.012 0.20
H 0.640 -3.452 -1.567 0.21
H 0.047 -0.083 3.183 0.22
H -1.951 2.940 -0.486 0.20
C 0.523 -2.754 -0.752 -0.23
H 1.403 0.636 2.453 0.22
H 2.346 -1.599 1.803 0.21
C 0.388 0.314 2.219 -0.63
```

Output
- SMILES string: Cc1ccccc1.CC
- Molar mass: 122.21 g mol⁻¹
- Total charge: 0
- Kohn-Sham gap: 10.01 eV

## R
Density functional theory data (the ωB97M-V functional and the def2-TZVPD basis) for a 2-piece molecular cluster, C9H14 overall.

Structure (XYZ):
```
23
Properties=species:S:1:pos:R:3:nbo_charge:R:1
H -1.716 3.965 1.262 0.21
H -1.276 3.353 -0.343 0.23
H 1.609 -3.675 -2.451 0.21
C 1.084 -2.706 -2.681 -0.63
H 0.789 -0.824 0.145 0.21
H 1.664 -1.984 -1.940 0.20
C -0.148 1.981 2.593 -0.24
H -0.638 0.904 -0.580 0.20
H 1.826 -0.832 2.592 0.22
H -0.997 -2.321 -1.777 0.22
C 0.589 -0.032 0.858 -0.21
C 0.868 1.092 2.926 -0.18
C -0.693 1.988 1.297 0.01
H -0.931 -2.242 -3.524 0.21
C -1.605 2.992 0.649 -0.65
H 1.406 -2.399 -3.749 0.21
C -0.395 -2.715 -2.643 -0.64
H -0.677 -3.809 -2.716 0.21
C 1.169 -0.049 2.098 -0.23
H -0.462 2.885 3.064 0.21
C -0.330 0.945 0.469 -0.23
H -2.494 2.308 0.671 0.24
H 1.359 1.175 3.777 0.19
```

Output
- SMILES string: Cc1ccccc1.CC
- Molar mass: 122.21 g mol⁻¹
- Total charge: 0
- Kohn-Sham gap: 9.86 eV

## S
Density functional theory data (the ωB97M-V functional and the def2-TZVPD basis) for a 2-piece molecular cluster, C9H14 overall.

Structure (XYZ):
```
23
Properties=species:S:1:pos:R:3:nbo_charge:R:1
C 1.742 -0.743 -0.689 0.01
C -2.542 1.452 1.132 -0.61
H -2.528 3.220 -0.003 0.20
H 0.174 -0.158 -2.049 0.22
H 2.232 -0.042 -2.630 0.21
C -1.960 2.298 -0.003 -0.60
H 2.972 0.811 -1.269 0.23
H -2.001 1.816 -0.993 0.20
C -0.533 -1.102 -0.203 -0.20
H -2.542 2.210 1.930 0.20
C 1.109 -1.863 1.368 -0.19
H 3.539 -0.915 -1.929 0.22
H 1.339 -2.403 2.267 0.21
C 0.396 -0.616 -1.096 -0.23
H -1.959 0.594 1.467 0.21
C 2.069 -1.539 0.393 -0.24
C 2.783 -0.163 -1.703 -0.63
H -1.029 -1.886 1.716 0.21
H 3.036 -1.993 0.572 0.21
C -0.224 -1.594 1.049 -0.24
H -3.518 1.068 0.837 0.20
H -1.608 -1.076 -0.368 0.21
H -0.946 2.624 0.204 0.20
```

Output
- SMILES string: Cc1ccccc1.CC
- Molar mass: 122.21 g mol⁻¹
- Total charge: 0
- Kohn-Sham gap: 10.05 eV

Energy relative to the most stable one, in eV: P 0.415; Q 0.000; R 1.384; S 0.502

## P
Density functional theory data (the ωB97M-V functional and the def2-TZVPD basis) for a 2-piece molecular cluster, C9H14 overall.

Structure (XYZ):
```
23
Properties=species:S:1:pos:R:3:nbo_charge:R:1
C 1.563 0.881 -0.307 -0.20
C 1.218 2.089 0.299 -0.21
H -3.557 -1.785 -3.189 0.21
H 2.568 -1.630 -0.745 0.22
C -2.802 -1.918 -2.390 -0.62
H 0.295 3.099 1.908 0.21
H 2.058 0.891 -1.273 0.21
H -1.767 -0.643 -0.922 0.21
H -3.106 -2.829 -1.833 0.20
C 0.597 -0.250 1.549 -0.22
C 1.543 -1.611 -0.481 -0.63
C -2.803 -0.757 -1.431 -0.62
H 1.155 -1.564 -1.516 0.22
H -0.133 0.985 3.199 0.22
H 1.219 -2.503 0.090 0.22
H 1.574 3.059 -0.135 0.21
H 0.519 -1.200 2.019 0.20
C 0.224 0.968 2.180 -0.21
C 1.173 -0.326 0.276 -0.02
C 0.576 2.132 1.515 -0.22
H -1.802 -2.213 -2.674 0.21
H -3.463 -1.088 -0.599 0.20
H -3.188 0.198 -1.806 0.21
```

Output
- SMILES string: Cc1ccccc1.CC
- Molar mass: 122.21 g mol⁻¹
- Total charge: 0
- Kohn-Sham gap: 10.06 eV

## Q
Density functional theory data (the ωB97M-V functional and the def2-TZVPD basis) for a 2-piece molecular cluster, C9H14 overall.

Structure (XYZ):
```
23
Properties=species:S:1:pos:R:3:nbo_charge:R:1
H 3.314 -0.997 -0.496 0.20
H 1.187 -2.263 0.006 0.20
C -0.463 0.013 -1.545 -0.19
H -1.100 3.742 -0.182 0.22
H 3.938 -1.513 1.085 0.20
H 3.638 -2.692 -0.186 0.20
C 3.264 -1.773 0.267 -0.60
H 1.458 -0.970 1.157 0.21
C -1.334 3.024 0.606 -0.63
H -2.992 0.937 1.195 0.21
H -1.394 -1.920 -1.542 0.21
C -2.279 0.687 0.421 -0.22
C -1.357 1.643 0.005 0.00
C -1.380 -0.928 -1.108 -0.23
C -2.302 -0.582 -0.125 -0.20
C -0.453 1.289 -0.992 -0.22
H -3.033 -1.312 0.200 0.21
C 1.841 -1.927 0.810 -0.60
H -0.602 3.101 1.407 0.22
H 0.268 2.026 -1.327 0.21
H -2.309 3.312 0.999 0.22
H 1.822 -2.635 1.637 0.20
H 0.269 -0.263 -2.294 0.21
```

Output
- SMILES string: Cc1ccccc1.CC
- Molar mass: 122.21 g mol⁻¹
- Total charge: 0
- Kohn-Sham gap: 10.08 eV

## R
Density functional theory data (the ωB97M-V functional and the def2-TZVPD basis) for a 2-piece molecular cluster, C9H14 overall.

Structure (XYZ):
```
23
Properties=species:S:1:pos:R:3:nbo_charge:R:1
H -1.315 -1.133 -3.420 0.21
H -1.299 0.439 -1.704 0.20
C 0.085 -0.025 0.947 -0.22
H 2.400 -1.556 -0.272 0.22
H -2.919 -0.569 -4.033 0.21
C 2.035 -0.196 2.306 -0.22
H 3.118 -0.256 2.395 0.21
H 3.272 0.041 -0.086 0.22
C -1.937 -0.271 -3.658 -0.61
C -0.696 0.232 2.079 -0.21
C 2.313 -0.472 -0.159 -0.63
C -2.032 0.698 -2.465 -0.61
H -1.767 0.135 1.980 0.21
C 1.449 -0.191 1.041 -0.01
H -1.820 1.724 -2.758 0.21
C -0.089 0.250 3.321 -0.22
H -1.485 0.226 -4.510 0.20
C 1.283 0.036 3.440 -0.20
H -0.704 0.390 4.199 0.21
H -3.009 0.597 -1.991 0.21
H -0.414 -0.069 -0.015 0.20
H 1.711 0.077 4.431 0.21
H 1.818 -0.107 -1.066 0.21
```

Output
- SMILES string: Cc1ccccc1.CC
- Molar mass: 122.21 g mol⁻¹
- Total charge: 0
- Kohn-Sham gap: 10.07 eV

Energy relative to the most stable one, in eV: P 0.781; Q 0.000; R 0.311

## P
Density functional theory data (the ωB97M-V functional and the def2-TZVPD basis) for a 2-piece molecular cluster, C9H14 overall.

Structure (XYZ):
```
23
Properties=species:S:1:pos:R:3:nbo_charge:R:1
H -3.718 0.516 -2.171 0.21
H 3.701 -0.713 2.054 0.21
H -2.070 1.557 -3.502 0.21
H -1.840 -0.606 1.826 0.21
H 1.288 -1.386 0.165 0.21
H 3.445 -2.254 1.612 0.20
C -1.178 0.445 0.094 0.01
H 0.814 1.049 -0.392 0.21
H -0.165 -0.851 1.430 0.22
H 2.914 -0.959 -0.395 0.21
C -2.435 0.086 -0.471 -0.23
H -3.151 -0.290 0.244 0.21
H 0.141 2.148 -2.481 0.21
C -2.718 0.492 -1.746 -0.20
C 2.865 -1.329 1.719 -0.62
C 2.202 -0.870 0.431 -0.60
C -0.216 1.058 -0.688 -0.23
H 2.020 0.186 0.521 0.19
C -0.585 1.534 -1.959 -0.19
C -0.939 -0.101 1.495 -0.63
H 2.119 -1.556 2.475 0.21
H -0.701 0.637 2.260 0.22
C -1.791 1.205 -2.520 -0.23
```

Output
- SMILES string: Cc1ccccc1.CC
- Molar mass: 122.21 g mol⁻¹
- Total charge: 0
- Kohn-Sham gap: 10.04 eV

## Q
Density functional theory data (the ωB97M-V functional and the def2-TZVPD basis) for a 2-piece molecular cluster, C9H14 overall.

Structure (XYZ):
```
23
Properties=species:S:1:pos:R:3:nbo_charge:R:1
H 2.598 -0.827 2.992 0.20
H -3.645 0.492 -0.248 0.22
H -0.299 1.061 -3.553 0.21
H -2.474 1.455 0.572 0.22
C 1.846 0.976 2.067 -0.62
H 1.031 -2.152 -1.019 0.22
C 0.368 -1.331 -1.251 -0.21
H 0.877 1.099 2.556 0.20
C 2.253 -0.488 2.003 -0.61
C 0.498 -0.549 -2.378 -0.22
H -2.254 1.382 -2.128 0.20
C -1.674 -0.063 -0.629 0.00
H 3.045 -0.724 1.293 0.20
C -1.477 0.678 -1.825 -0.22
C -0.470 0.406 -2.702 -0.21
H 2.411 1.534 2.814 0.20
H 1.897 1.488 1.110 0.21
H -2.693 -0.165 1.246 0.22
H 1.376 -0.718 -2.987 0.21
C -0.773 -1.127 -0.446 -0.23
H 1.445 -1.168 1.776 0.20
C -2.722 0.428 0.330 -0.64
H -1.166 -1.687 0.407 0.21
```

Output
- SMILES string: Cc1ccccc1.CC
- Molar mass: 122.21 g mol⁻¹
- Total charge: 0
- Kohn-Sham gap: 9.90 eV

## R
Density functional theory data (the ωB97M-V functional and the def2-TZVPD basis) for a 2-piece molecular cluster, C9H14 overall.

Structure (XYZ):
```
23
Properties=species:S:1:pos:R:3:nbo_charge:R:1
H -1.515 -2.394 -3.544 0.21
H -0.908 -0.447 -4.665 0.19
H 1.895 1.454 2.572 0.21
H -0.603 1.512 4.101 0.21
H 1.541 0.872 4.231 0.21
C -1.000 -1.587 -2.929 -0.18
C -0.690 -0.407 -3.713 -0.22
H -0.449 1.948 2.398 0.21
C -0.031 0.692 -1.635 -0.27
H 0.235 1.583 -1.066 0.22
C -0.293 1.121 3.157 -0.63
C -0.054 -0.497 -1.062 0.01
H -0.795 -2.596 -1.068 0.22
H 1.450 -0.244 2.930 0.20
C 0.441 -0.676 0.301 -0.64
H 0.056 -0.205 1.217 0.24
C -0.730 -1.657 -1.594 -0.24
H 1.341 -0.121 0.226 0.22
C 1.221 0.832 3.199 -0.63
H -0.543 1.738 -3.536 0.21
H 0.639 -1.845 0.547 0.21
C -0.419 0.779 -2.951 -0.17
H -0.789 0.148 2.885 0.21
```

Output
- SMILES string: Cc1ccccc1.CC
- Molar mass: 122.21 g mol⁻¹
- Total charge: 0
- Kohn-Sham gap: 9.63 eV

Energy relative to the most stable one, in eV: P 0.085; Q 0.000; R 1.469